{
  "formula": "C33H38Cl18F3N4O5S4",
  "method": "ωB97M-V with the def2-TZVPD basis set",
  "spin_multiplicity": 1,
  "lumo_energy_ev": -3.470,
  "charge": 1,
  "homo_lumo_gap_ev": 6.64,
  "fmax_ev_per_a": 6.45,
  "elements": ["Cl", "Cl", "Cl", "Cl", "Cl", "Cl", "Cl", "Cl", "Cl", "Cl", "Cl", "Cl", "Cl", "Cl", "Cl", "Cl", "Cl", "Cl", "S", "S", "S", "S", "F", "F", "F", "O", "O", "O", "O", "O", "N", "N", "N", "N", "C", "C", "C", "C", "C", "C", "C", "C", "C", "C", "C", "C", "C", "C", "C", "C", "C", "C", "C", "C", "C", "C", "C", "C", "C", "C", "C", "C", "C", "C", "C", "C", "C", "H", "H", "H", "H", "H", "H", "H", "H", "H", "H", "H", "H", "H", "H", "H", "H", "H", "H", "H", "H", "H", "H", "H", "H", "H", "H", "H", "H", "H", "H", "H", "H", "H", "H", "H", "H", "H", "H"],
  "positions_angstrom": [[-10.14, 1.18, 4.56], [-10.48, 1.43, 1.70], [4.89, -5.55, 3.96], [-5.38, 5.26, 6.23], [7.22, -4.26, 2.82], [-7.83, 1.07, 2.82], [3.39, 3.86, -5.44], [-3.37, 4.15, 4.46], [7.17, -7.13, 3.14], [2.08, 9.98, 0.68], [5.50, -5.87, 1.14], [-9.24, 3.57, 3.20], [3.70, 7.86, -0.44], [-5.87, 2.75, 4.86], [2.77, 7.68, 2.30], [2.19, 4.34, 0.69], [-5.83, 5.23, 3.37], [0.90, 7.40, 0.12], [4.82, -1.78, 0.92], [3.76, -2.49, -1.98], [-1.53, -4.81, -0.57], [-3.41, -4.60, 1.72], [0.58, 2.27, 2.01], [0.50, 0.18, 1.58], [-0.14, 1.66, 0.07], [-0.77, 0.50, -4.65], [-0.18, 0.55, -2.62], [2.74, -0.23, -2.85], [4.13, -3.78, -1.34], [5.06, -1.86, -2.29], [-3.10, -2.55, -0.11], [3.56, -0.91, 0.19], [2.45, 1.21, -1.07], [-0.91, -0.07, -3.63], [2.01, 2.51, -3.42], [2.36, 8.23, 0.67], [-5.11, 4.35, 4.73], [0.85, 1.39, 0.97], [-2.78, -3.85, 0.41], [2.70, -1.43, -0.83], [-3.61, -2.58, -3.94], [0.14, -4.42, 0.16], [2.05, -0.14, -1.57], [-5.06, -2.51, -4.10], [3.06, 2.73, 0.96], [6.19, -5.71, 2.77], [-5.33, -0.63, 2.53], [-3.12, 0.63, 2.06], [-2.75, -0.43, 1.14], [0.55, -0.46, -1.87], [2.32, 1.43, 0.44], [1.68, -2.42, -0.13], [3.47, 2.69, -4.07], [3.67, 2.83, 2.39], [2.09, 2.44, -1.86], [-5.86, -2.49, -2.88], [-3.61, -1.60, 0.87], [-3.00, -2.60, -2.60], [-4.88, -1.65, 1.57], [3.24, 0.25, 1.03], [3.05, 2.10, 3.63], [-4.42, 0.54, 2.75], [-5.27, -2.51, -1.55], [-9.42, 1.81, 3.07], [-3.82, -2.56, -1.37], [1.00, -3.59, -0.93], [2.92, -3.11, -3.51], [6.00, -1.14, 0.56], [0.83, -1.93, 0.41], [-4.66, 1.40, 3.46], [0.68, -5.37, 0.38], [1.53, 1.69, -3.98], [-6.31, -0.70, 3.08], [-1.90, -2.64, -2.49], [-5.55, -2.46, -5.09], [-1.78, -0.35, 0.60], [1.47, 3.46, -3.70], [1.99, -2.53, -3.75], [-5.94, -2.48, -0.68], [0.55, -1.36, -2.55], [3.78, 1.67, -4.44], [2.62, -4.18, -3.43], [2.31, 1.29, 3.45], [2.26, -2.94, 0.69], [2.92, 3.18, -1.67], [3.94, 2.83, 0.24], [-5.56, -2.52, 1.38], [3.68, -2.98, -4.33], [1.67, -4.35, -1.39], [-0.10, -0.62, -0.97], [1.19, 3.00, -1.48], [0.24, -3.30, -1.70], [3.49, 1.20, -1.17], [4.27, 0.64, 1.28], [4.75, 2.47, 2.32], [4.25, 2.98, -3.33], [-6.97, -2.42, -2.96], [3.79, 3.91, 2.66], [-2.95, -2.60, -4.84], [-2.43, 1.50, 2.19], [2.86, -0.11, 2.03], [0.04, -3.86, 1.13], [2.56, 2.83, 4.34], [2.09, -0.32, -3.57], [3.88, 1.64, 4.24]],
  "mulliken_charge": [-0.100, -0.101, -0.104, -0.090, -0.105, -0.066, -0.176, -0.083, -0.090, -0.085, -0.043, -0.068, -0.105, -0.088, -0.094, 0.104, -0.101, -0.106, -0.092, 1.612, -0.116, -0.161, -0.316, -0.244, -0.242, -0.374, -0.235, -0.644, -0.659, -0.735, 0.905, -0.100, 0.614, 0.250, -0.562, 0.371, 0.346, 0.421, 0.205, 1.138, -0.688, -0.853, -0.429, -0.566, -0.981, 0.328, -0.893, -0.940, 0.099, -1.047, 2.110, -1.490, -0.438, -0.500, -0.873, -0.648, -0.577, 0.046, 0.207, -2.118, -1.075, 0.519, -0.329, 0.265, 0.393, -0.056, -0.996, 0.201, -0.111, -0.539, 0.464, 0.013, 0.667, 0.257, 0.371, 0.185, 0.674, 0.178, 0.185, 1.088, 0.219, 0.334, 0.225, 0.773, 0.616, 0.393, 0.350, 0.442, 0.216, -0.738, 0.356, 0.134, 0.918, 0.801, 0.402, 0.282, 0.349, 0.500, 0.364, 0.361, -0.014, 0.455, 0.291, 0.682, 0.305]
}